Density functional theory data (wB97M-V/def2-TZVPD) for a single C6H12O molecule at a distorted geometry.

Calculated values
* DFT total energy: -310.9869 a.u.
* ΔE to the lowest compared entry with this formula, charge and spin: 190.1 kJ/mol
* SMILES: CCC(C=O)CC

Last column: natural (NBO) charge in e.
Cartesian coordinates (Å):
C  2.4895  -0.9000  -0.0675  -0.605
C  1.4665  0.1694  -0.4192  -0.397
C  0.0701  -0.2193  0.1400  -0.306
C  -0.8534  0.9944  0.1387  -0.435
C  -2.2926  0.8465  0.6773  -0.636
C  -0.8456  -1.1471  -0.7732  0.454
O  -1.3970  -2.2110  -0.6380  -0.516
H  3.4240  -0.7711  -0.6196  0.212
H  2.7265  -0.8910  1.0038  0.205
H  2.0706  -1.8792  -0.3126  0.210
H  1.8798  1.1645  -0.1370  0.212
H  1.3226  0.2306  -1.5020  0.203
H  0.1273  -0.5845  1.1823  0.212
H  -0.7581  1.6986  -0.7042  0.219
H  -0.1734  1.3429  0.9218  0.229
H  -3.0480  1.3679  0.0730  0.220
H  -2.3025  1.3042  1.6689  0.217
H  -2.6365  -0.1935  0.7840  0.220
H  -1.2700  -0.3223  -1.4165  0.082